C4H10O | wB97M-V/def2-TZVPD

CARTESIAN COORDINATES (ANGSTROEM)
C 2.461 -0.470 0.228
C 0.994 -0.653 0.619
C 0.080 0.287 -0.175
C -1.387 0.052 0.143
O -2.248 0.737 -0.761
H 2.617 -0.490 -0.848
H 3.098 -1.236 0.666
H 2.806 0.487 0.612
H 0.640 -1.686 0.556
H 0.929 -0.371 1.675
H 0.327 1.316 0.092
H 0.211 0.083 -1.234
H -1.588 0.381 1.159
H -1.642 -1.010 0.044
H -1.835 1.581 -0.988

Calculated values
- E_HOMO: -10.2043 eV
- LUMO level: 1.08 eV
- Energy above the lowest of the compared OMol25 structures with the same formula, charge and spin: 9.2 kcal per mole
- Total energy: -6357.4052 eV
- SMILES string: CCCCO